C38H34N10O5V | the ωB97M-V functional and the def2-TZVPD basis

```
88
Properties=species:S:1:pos:R:3:forces:R:3
V 1.624 0.676 -0.129 -0.6 -0.2 -0.3
O 1.587 2.962 -3.387 0.0 0.0 0.0
C 1.347 1.950 -2.760 0.0 0.0 0.0
N 0.883 1.918 -1.456 0.0 0.0 0.2
C 0.310 3.101 -0.923 0.0 0.0 0.0
C -0.345 4.077 -1.665 0.0 0.0 0.0
C -0.890 5.174 -1.018 0.0 0.0 0.0
C -0.777 5.307 0.358 0.0 0.0 0.0
C -0.151 4.325 1.111 0.0 0.0 0.0
C 0.371 3.207 0.467 0.0 0.0 0.0
N 0.980 2.084 1.071 0.2 0.0 -0.1
C 0.972 1.896 2.420 -0.1 0.0 0.0
O 0.624 2.666 3.293 0.0 0.0 0.0
C 1.467 0.528 2.792 0.0 0.0 0.0
C 1.605 0.150 4.111 0.0 0.0 0.0
C 2.048 -1.134 4.384 0.0 0.0 0.0
C 2.333 -1.986 3.330 0.0 0.0 0.0
C 2.171 -1.533 2.033 0.0 0.0 0.0
N 1.742 -0.293 1.772 0.0 0.0 -0.1
C 1.571 0.627 -3.446 0.0 0.0 0.0
C 2.807 0.361 -4.022 0.0 0.0 0.0
C 2.964 -0.828 -4.713 0.0 0.0 0.0
C 1.876 -1.682 -4.824 0.0 0.0 0.0
C 0.672 -1.304 -4.244 0.0 0.0 0.0
N 0.516 -0.175 -3.558 0.1 0.0 0.0
H -0.414 3.986 -2.738 0.0 0.0 0.0
H -1.397 5.934 -1.598 0.0 0.0 0.0
H -1.185 6.176 0.857 0.0 0.0 0.0
H -0.080 4.413 2.182 0.0 0.0 0.0
H 1.356 0.868 4.880 0.0 0.0 0.0
H 2.166 -1.467 5.407 0.0 0.0 0.0
H 2.669 -2.999 3.497 0.0 0.0 0.0
H 2.347 -2.179 1.189 0.0 0.0 0.0
H 3.610 1.078 -3.928 0.0 0.0 0.0
H 3.916 -1.082 -5.160 0.0 0.0 0.0
H 1.948 -2.617 -5.362 0.0 0.0 0.0
H -0.208 -1.932 -4.328 0.0 0.0 0.0
O -1.995 -1.242 -2.322 -0.2 -0.1 0.0
C -2.419 -2.175 -1.447 0.0 0.1 -0.1
C -3.756 -2.567 -1.559 0.0 0.0 0.0
C -4.276 -3.533 -0.724 0.0 0.0 0.0
C -3.479 -4.140 0.247 0.0 0.0 0.0
C -2.158 -3.764 0.355 0.0 0.0 0.0
C -1.609 -2.777 -0.470 0.0 0.0 0.0
C -0.155 -2.498 -0.338 -0.2 -0.1 0.0
O 0.617 -3.314 0.158 0.0 0.0 0.0
N 0.217 -1.274 -0.862 0.4 0.3 0.3
N 1.550 -1.087 -0.994 0.4 0.0 0.1
C 2.457 -1.901 -1.389 0.0 0.0 0.0
C 3.844 -1.482 -1.415 0.0 0.0 0.0
C 4.817 -2.348 -1.925 0.0 0.0 0.0
C 6.140 -1.967 -2.001 0.0 0.0 0.0
C 6.516 -0.698 -1.562 0.0 0.0 0.0
C 5.578 0.174 -1.047 0.0 0.0 0.0
C 4.244 -0.215 -0.964 0.0 0.1 0.0
O 3.358 0.664 -0.451 0.1 0.0 0.0
H -1.089 -0.948 -2.086 0.1 0.1 0.0
H -4.363 -2.084 -2.312 0.0 0.0 0.0
H -5.317 -3.815 -0.824 0.0 0.0 0.0
H -3.890 -4.896 0.903 0.0 0.0 0.0
H -1.503 -4.226 1.082 0.0 0.0 0.0
H 2.192 -2.902 -1.711 0.0 0.0 0.0
H 4.508 -3.327 -2.272 0.0 0.0 0.0
H 6.879 -2.647 -2.400 0.0 0.0 0.0
H 7.552 -0.391 -1.620 0.0 0.0 0.0
H 5.849 1.162 -0.700 0.0 0.0 0.0
C -2.491 2.242 2.303 -0.1 0.0 0.0
N -3.861 2.003 2.770 0.0 0.0 0.0
C -3.848 0.820 3.632 0.0 0.0 0.0
N -3.338 -0.370 2.945 0.0 0.0 0.0
C -1.983 -0.073 2.475 0.0 0.0 0.0
N -1.941 1.087 1.580 0.0 0.1 0.1
C -2.819 0.815 0.437 0.0 0.0 0.0
N -4.198 0.542 0.853 0.0 0.0 0.0
C -4.689 1.703 1.597 0.0 0.0 0.0
C -4.176 -0.608 1.762 0.0 0.0 0.0
H -1.852 2.466 3.160 0.0 0.0 0.0
H -2.489 3.105 1.634 0.0 0.0 0.0
H -4.866 0.620 3.975 0.0 0.0 0.0
H -3.219 1.024 4.501 0.0 0.0 0.0
H -1.597 -0.946 1.941 0.0 0.0 0.0
H -1.346 0.126 3.343 0.0 0.0 0.0
H -2.434 -0.048 -0.100 0.0 0.0 0.0
H -2.805 1.678 -0.232 0.0 0.0 0.0
H -5.712 1.507 1.927 0.0 0.0 0.0
H -4.693 2.572 0.937 0.0 0.0 0.0
H -3.791 -1.477 1.226 0.0 0.0 0.0
H -5.196 -0.821 2.090 0.0 0.0 0.0
```
Forces are in eV/Å.

Summary:
net charge = 0
total energy = -90786.4379 eV
HOMO (alpha / beta) = -7.9 / -7.9 eV
maximum force = 0.01269 hartree/bohr
frontier orbital gap (alpha / beta) = 0.2332 / 0.2468 Ha
multiplicity = 2

C38H34N6O2PtS2 | the ωB97M-V functional and the def2-TZVPD basis

```
83
Properties=species:S:1:pos:R:3:forces:R:3
Pt -2.951 0.883 -0.708 -0.7 1.6 0.1
C 9.872 -3.813 -1.233 0.0 0.0 0.0
O 8.853 -4.374 -0.420 0.1 0.0 0.0
C 7.613 -3.836 -0.508 0.0 0.0 0.0
C 6.638 -4.413 0.304 0.0 0.0 0.0
C 5.345 -3.936 0.277 0.0 0.0 0.0
C 4.988 -2.874 -0.556 -0.1 0.0 0.0
C 5.969 -2.304 -1.356 0.0 0.0 0.0
C 7.274 -2.773 -1.339 0.0 0.0 0.0
C 3.613 -2.365 -0.640 0.0 -0.1 0.0
N 3.212 -1.401 -1.435 0.0 0.1 0.0
C 1.861 -1.286 -1.218 0.1 0.1 -0.1
C 1.438 -2.190 -0.281 0.0 -0.1 0.1
N 2.571 -2.878 0.086 0.0 -0.1 0.1
C 0.082 -2.292 0.160 0.2 0.0 0.0
C -0.393 -3.137 1.175 0.1 0.0 -0.1
C -1.723 -3.115 1.498 -0.1 0.0 0.0
C -2.567 -2.233 0.810 0.0 0.0 0.0
N -2.128 -1.422 -0.126 0.0 -0.6 0.2
C -0.839 -1.438 -0.465 0.1 0.1 -0.1
C -0.414 -0.482 -1.496 0.0 0.0 -0.2
N -1.353 0.315 -2.072 0.3 -0.1 0.9
C -0.960 1.238 -2.932 -0.2 -0.1 -0.3
C 0.377 1.441 -3.275 -0.1 0.0 -0.2
C 1.333 0.626 -2.734 0.1 -0.1 0.0
C 0.939 -0.377 -1.841 0.0 -0.1 0.0
H 10.775 -4.373 -1.015 0.0 0.0 0.0
H 10.033 -2.759 -0.997 0.0 0.0 0.0
H 9.632 -3.912 -2.295 0.0 0.0 0.0
H 6.919 -5.238 0.946 0.0 0.0 0.0
H 4.611 -4.407 0.922 0.0 0.0 0.0
H 5.693 -1.481 -2.003 0.0 0.0 0.0
H 8.012 -2.309 -1.978 0.0 0.0 0.0
H 2.622 -3.627 0.752 0.0 0.0 0.0
H 0.287 -3.795 1.704 0.0 0.0 0.0
H -2.124 -3.763 2.266 0.0 0.0 0.0
H -3.628 -2.179 1.030 0.0 0.0 0.0
H -1.751 1.824 -3.380 0.0 0.1 0.1
H 0.640 2.228 -3.968 -0.1 0.0 0.0
H 2.381 0.734 -2.981 0.0 0.0 0.0
C -2.354 5.889 2.981 0.0 0.0 0.0
C -3.234 4.746 3.462 0.1 0.0 -0.1
N -3.915 4.061 2.361 -0.1 -0.1 0.1
C -5.262 4.535 2.054 0.0 -0.1 0.1
C -6.335 3.882 2.916 0.1 0.0 0.0
C -3.341 3.003 1.753 -0.1 0.1 -0.2
S -4.352 2.076 0.712 0.3 -0.5 -0.5
N -2.078 2.775 2.117 0.1 0.0 0.2
C -1.190 2.032 1.494 0.0 0.0 0.0
O -1.255 1.510 0.349 -0.1 -0.3 -0.1
C 0.113 1.831 2.215 0.0 0.1 -0.1
C 0.447 2.570 3.346 0.0 0.0 0.0
C 1.660 2.358 3.984 0.0 0.0 0.0
C 2.550 1.408 3.499 0.0 0.0 0.0
C 2.229 0.679 2.361 0.0 0.0 0.0
C 1.016 0.894 1.723 0.1 0.0 0.0
H -1.925 6.421 3.832 0.0 0.0 0.0
H -2.927 6.603 2.385 0.0 0.0 0.0
H -1.542 5.500 2.364 0.0 0.0 0.0
H -4.007 5.116 4.137 0.0 0.0 0.0
H -2.634 4.014 3.996 0.0 0.0 0.1
H -5.463 4.354 1.002 0.0 0.0 -0.1
H -5.259 5.616 2.212 0.0 0.0 0.0
H -6.353 2.806 2.744 0.0 0.0 0.0
H -7.316 4.291 2.667 0.0 0.0 0.0
H -6.148 4.063 3.976 0.0 0.0 0.0
H -0.250 3.314 3.709 0.0 0.0 0.0
H 1.917 2.940 4.860 0.0 0.0 0.0
H 3.493 1.237 4.003 0.0 0.0 0.0
H 2.925 -0.049 1.962 0.0 0.0 0.0
H 0.759 0.344 0.830 0.0 0.0 0.0
S -4.866 0.395 -1.887 0.2 0.0 0.0
C -4.540 -0.753 -3.192 0.1 0.0 0.0
C -5.421 -0.742 -4.278 0.0 0.0 0.0
C -5.254 -1.623 -5.336 -0.1 0.0 0.0
C -4.203 -2.530 -5.340 0.0 0.0 0.0
C -3.333 -2.558 -4.259 0.0 0.0 0.1
C -3.502 -1.686 -3.190 -0.1 0.0 -0.1
H -6.236 -0.027 -4.280 0.0 0.0 0.0
H -5.949 -1.596 -6.168 0.0 0.0 0.0
H -4.063 -3.206 -6.175 0.0 0.0 0.0
H -2.517 -3.272 -4.241 0.0 0.0 0.0
H -2.838 -1.728 -2.343 0.0 0.0 0.0
```
Forces are in eV/Å.

Summary:
net charge = 0
total energy = -77914.0684 eV
HOMO = -6.5 eV
maximum force = 0.03334 hartree/bohr
frontier orbital gap = 0.2301 Ha
ΔE to the lowest compared entry with this formula, charge and spin = 0.0000 eV

C38H35BrF3NO21P | the ωB97M-V functional and the def2-TZVPD basis

```
100
Properties=species:S:1:pos:R:3:forces:R:3
C -7.135 0.925 -0.255 0.4 -0.3 -0.3
O -6.425 0.853 0.981 -0.8 0.0 -0.1
C -7.126 1.434 2.064 0.3 0.5 1.1
C -6.554 2.811 2.489 0.9 0.2 -0.8
C -5.019 2.877 2.294 -0.3 -0.2 1.1
C -4.357 2.022 3.408 0.5 0.3 -1.0
C -2.844 1.829 3.062 -0.3 -0.5 -0.3
C -2.566 0.387 2.679 0.1 1.7 0.1
C -2.839 -0.652 3.530 -0.2 -0.1 0.4
C -2.543 -1.944 3.164 0.8 -0.9 -0.2
C -2.839 -3.022 4.205 -1.6 -0.4 1.1
O -3.827 -2.875 4.882 0.9 0.2 -0.7
O -2.031 -4.112 4.370 0.0 1.0 -0.6
C -1.992 -2.218 1.884 -0.1 0.3 0.1
P -1.630 -4.017 1.477 0.1 -1.3 0.6
O -0.021 -4.007 1.087 -0.9 0.7 -0.1
Br -2.746 -4.621 -0.361 0.4 0.5 0.1
C -1.777 -1.125 1.072 0.6 -0.3 -1.6
C -1.224 -1.242 -0.363 0.5 0.0 0.9
O -2.184 -1.736 -1.282 0.2 0.8 0.5
C -3.332 -1.010 -1.337 -0.7 -0.7 -1.9
F -4.266 -1.470 -0.501 0.4 0.5 0.5
F -3.832 -1.149 -2.567 0.2 0.0 0.3
F -3.143 0.309 -1.142 0.0 -0.1 0.5
N -2.037 0.126 1.472 -0.3 -0.1 0.8
H -6.879 1.852 -0.788 -0.2 -0.1 0.0
H -8.220 0.834 -0.124 0.2 0.2 0.1
H -6.822 0.061 -0.854 0.0 0.3 0.0
H -7.034 0.746 2.919 -0.1 0.0 -0.3
H -8.199 1.569 1.878 0.2 -0.3 -0.2
H -6.992 3.616 1.886 -0.1 -0.1 0.2
H -6.735 3.000 3.555 -0.4 0.0 -0.3
H -4.728 2.505 1.304 -0.1 0.1 0.2
H -4.646 3.903 2.415 -0.2 -0.1 -0.2
H -4.437 2.520 4.378 -0.2 -0.2 -0.1
H -4.874 1.055 3.408 0.2 0.1 0.4
H -2.597 2.472 2.209 0.1 -0.1 0.2
H -2.193 2.116 3.897 -0.1 -0.2 -0.1
H -3.282 -0.417 4.493 0.1 -0.2 -0.1
H -2.440 -4.833 3.864 0.3 -0.2 0.2
H 0.385 -3.165 1.332 0.3 -0.2 -0.1
H -0.790 -0.288 -0.696 -0.3 -0.1 0.1
H -0.379 -1.934 -0.309 -0.4 -0.2 -0.5
H -1.836 0.906 0.848 -0.1 0.0 0.0
C -0.761 -8.066 -4.279 -0.1 -0.1 -0.1
C -0.457 -7.545 -3.088 0.1 0.2 -0.5
C -0.702 -8.289 -1.813 -0.2 -0.5 0.2
O -0.381 -7.757 -0.765 0.1 0.3 0.0
C -1.315 -9.604 -1.890 0.1 0.2 0.1
C -1.627 -10.132 -3.082 -0.1 -0.3 0.5
C -1.355 -9.398 -4.362 0.2 0.4 -0.2
O -1.641 -9.930 -5.414 -0.1 -0.2 0.1
O -2.190 -11.331 -3.200 0.1 0.3 -0.4
O 0.086 -6.326 -2.955 -0.1 -0.2 0.5
H -0.586 -7.537 -5.205 0.0 0.0 0.0
H -1.503 -10.123 -0.961 0.0 0.0 0.0
H -2.309 -11.478 -4.158 0.0 -0.1 0.0
H 0.202 -6.202 -1.991 -0.1 0.0 0.1
C 2.378 5.027 2.853 -0.1 -0.2 0.0
C 2.119 6.165 2.192 0.4 -0.1 0.4
C 1.045 6.240 1.146 -0.3 -0.2 -0.2
O 0.837 7.295 0.590 0.2 0.1 0.1
C 0.296 5.018 0.841 -0.1 0.1 -0.1
C 0.564 3.893 1.501 -0.3 0.2 -0.4
C 1.616 3.825 2.562 0.5 0.3 0.3
O 1.788 2.762 3.134 -0.3 -0.2 -0.2
O -0.089 2.739 1.264 0.0 -0.3 0.2
O 2.794 7.285 2.424 -0.4 0.0 -0.4
H 3.147 4.959 3.610 0.0 0.0 0.0
H -0.464 5.076 0.074 0.0 0.0 0.0
H 0.304 2.091 1.881 0.2 0.2 0.1
H 2.416 7.955 1.820 0.1 0.1 0.0
C 5.097 -5.565 -4.857 -0.2 -0.1 0.1
C 5.699 -4.392 -5.092 0.2 -0.5 -0.2
C 5.088 -3.093 -4.654 -0.4 0.2 0.2
O 5.689 -2.059 -4.878 0.2 -0.1 -0.1
C 3.796 -3.133 -3.983 0.2 0.1 -0.1
C 3.193 -4.305 -3.752 -0.2 0.5 0.2
C 3.817 -5.606 -4.165 0.5 -0.3 -0.3
O 3.230 -6.641 -3.911 -0.3 0.1 0.2
O 2.009 -4.389 -3.143 0.4 -0.4 0.0
O 6.868 -4.308 -5.722 -0.2 0.4 0.2
H 5.528 -6.507 -5.165 0.0 0.0 0.0
H 3.358 -2.190 -3.689 0.0 0.0 0.0
H 1.795 -5.346 -3.099 -0.1 0.2 -0.2
H 7.083 -3.357 -5.762 0.1 0.0 0.0
C 8.310 9.044 -0.227 -0.2 0.0 -0.1
C 8.528 8.482 0.969 0.4 0.2 -0.3
C 7.406 7.914 1.787 -0.5 -0.1 0.0
O 7.663 7.399 2.858 0.3 0.0 0.0
C 6.052 8.014 1.256 0.1 -0.1 0.2
C 5.836 8.578 0.064 -0.4 -0.2 0.3
C 6.959 9.121 -0.766 0.6 0.1 -0.1
O 6.699 9.605 -1.851 -0.4 0.0 0.0
O 4.610 8.690 -0.456 0.3 0.1 -0.2
O 9.746 8.393 1.500 -0.4 -0.2 0.2
H 9.111 9.454 -0.827 0.0 0.0 0.0
H 5.248 7.617 1.861 0.0 0.0 0.0
H 4.729 9.130 -1.320 0.0 0.0 0.0
H 9.630 7.948 2.361 0.1 0.0 0.0
```
Forces are in eV/Å.

Summary:
net charge = +1
total energy = -171936.9244 eV
HOMO = -11.0 eV
maximum force = 0.04081 hartree/bohr
frontier orbital gap = 0.2296 Ha
ΔE to the lowest compared entry with this formula, charge and spin = 0.0000 eV